No. 1
Density functional theory data (ωB97M-V/def2-TZVPD) for a molecular structure, BrH10MnO5 in a non-equilibrium geometry.

Positions of all 17 atoms, in Å:
Mn (8.0955, 10.6657, -11.2792)
Br (6.9757, 13.5578, -14.1888)
O (10.9931, 12.4382, -9.7925)
H (11.2021, 13.2786, -9.3848)
H (11.7001, 11.8550, -9.5163)
O (9.1369, 7.5956, -9.3300)
H (8.6097, 6.8331, -9.0915)
H (9.8204, 7.6336, -8.6610)
O (5.1507, 8.3223, -12.3231)
H (4.2354, 8.3978, -12.0536)
H (5.1774, 7.5329, -12.8638)
O (10.3969, 8.7303, -13.7436)
H (11.3439, 8.5997, -13.6949)
H (10.1329, 8.2762, -14.5438)
O (5.9112, 11.2129, -8.2257)
H (6.0015, 11.8116, -7.4844)
H (5.1963, 10.6276, -7.9758)

Calculated values
**Electronic energy**: -111751.50675 eV
**<S²>**: 9.065
**Net charge**: +1
**Multiplicity**: 6
**Kohn-Sham gap (spin up / spin down)**: 4.0 / 4.1 eV
**Highest occupied orbital energy (spin up / spin down)**: -11.834 / -11.488 eV
**LUMO (spin up / spin down)**: -7.80 / -7.38 eV
**ΔE to the lowest compared entry with this formula, charge and spin**: 756.9 kJ/mol



No. 2
Density functional theory data (ωB97M-V/def2-TZVPD) for 2 unconnected molecules or ions with the total composition C2H2O3 in a non-equilibrium geometry.

Positions of all 7 atoms, in Å:
C (-1.5743, -0.7880, 0.3900)
C (1.2837, -1.0010, 0.2630)
O (-2.1011, -0.9475, -0.6505)
O (2.1673, -0.8456, -0.7446)
O (2.1088, 0.0681, 0.3094)
H (-1.6245, -0.4381, 1.4489)
H (1.3313, -1.6649, 1.0862)

Calculated values
**Electronic energy**: -8240.25041 eV
**Multiplicity**: 1
**Kohn-Sham gap (spin up / spin down)**: 7.8 / 9.4 eV
**Highest occupied orbital energy (spin up / spin down)**: -7.888 / -8.958 eV
**LUMO (spin up / spin down)**: -0.06 / 0.44 eV
**ΔE to the lowest compared entry with this formula, charge and spin**: 805.3 kJ/mol



No. 3
Density functional theory data (ωB97M-V/def2-TZVPD) for 2 unconnected molecules or ions with the total composition C28H25N2O7S in a non-equilibrium geometry.

Positions of all 63 atoms, in Å:
C (3.4457, -4.2182, 2.6443)
O (3.4272, -3.1625, 3.6349)
C (2.5533, -2.1310, 3.4882)
C (2.5483, -1.1450, 4.5108)
C (1.6421, -0.1122, 4.4602)
C (0.6656, -0.0472, 3.4357)
C (-0.3889, 0.9442, 3.4900)
C (-1.7201, 0.6838, 3.3583)
C (-2.6427, 1.8255, 3.3409)
O (-2.2819, 2.9988, 3.4291)
N (-4.0119, 1.5304, 3.2363)
C (-4.9181, 2.6525, 3.1711)
C (-4.5490, 0.2547, 3.0470)
O (-5.7489, 0.0502, 2.8749)
N (-3.6362, -0.8042, 3.0743)
C (-4.2477, -2.1131, 3.0172)
C (-2.2847, -0.6792, 3.4410)
O (-1.6602, -1.6764, 3.8066)
C (0.7566, -0.9661, 2.3686)
C (1.6626, -2.0073, 2.3898)
H (4.2451, -4.8808, 2.9776)
H (2.4903, -4.7610, 2.6276)
H (3.6737, -3.8304, 1.6408)
H (3.2583, -1.2438, 5.3310)
H (1.6156, 0.6517, 5.2401)
H (-0.1075, 1.9776, 3.6974)
H (-5.9215, 2.2577, 3.0428)
H (-4.8396, 3.2292, 4.0955)
H (-4.6354, 3.2859, 2.3263)
H (-3.4642, -2.8646, 3.0377)
H (-4.9199, -2.2385, 3.8719)
H (-4.8366, -2.1816, 2.1013)
H (0.0944, -0.8462, 1.5063)
H (1.6666, -2.7452, 1.5818)
C (-1.1148, 3.8472, -6.8599)
C (-0.9132, 2.4687, -6.9920)
C (-0.1456, 1.7814, -6.0514)
C (0.3921, 2.4737, -4.9621)
S (1.4213, 1.5824, -3.7815)
C (0.3398, 1.0974, -2.5323)
C (0.4493, -0.0647, -1.7015)
O (-0.4067, -0.3296, -0.8352)
C (1.6680, -0.9399, -1.9138)
C (2.9485, -0.3912, -1.8226)
C (4.0736, -1.1949, -2.0260)
C (3.9080, -2.5594, -2.3028)
C (2.6232, -3.1213, -2.3529)
C (1.5061, -2.3103, -2.1249)
O (1.8963, 0.4552, -4.5506)
O (2.3589, 2.5697, -3.2908)
C (0.2280, 3.8560, -4.8440)
C (-0.5403, 4.5401, -5.7884)
H (-1.7112, 4.3834, -7.5992)
H (-1.3404, 1.9180, -7.8304)
H (0.0524, 0.7179, -6.1644)
H (-0.5600, 1.7040, -2.4907)
H (3.0672, 0.6654, -1.5753)
H (5.0699, -0.7434, -1.9937)
H (4.7825, -3.1870, -2.4830)
H (2.4841, -4.1838, -2.5763)
H (0.4956, -2.7275, -2.1400)
H (0.7122, 4.3875, -4.0276)
H (-0.6753, 5.6170, -5.6840)

Calculated values
**Electronic energy**: -57591.05806 eV
**Net charge**: -1
**Multiplicity**: 1
**Kohn-Sham gap**: 5.6 eV
**Highest occupied orbital energy**: -4.120 eV
**LUMO**: 1.46 eV



No. 4
Density functional theory data (ωB97M-V/def2-TZVPD) for C4H10O2 in the gas phase in a non-equilibrium geometry.

Positions of all 16 atoms, in Å:
C (-0.1980, 1.8987, -1.2506)
O (-0.8470, 0.6522, -0.9820)
C (-0.7997, 0.2892, 0.3768)
C (0.4620, -0.4963, 0.7032)
C (0.6465, -1.7400, -0.1882)
O (0.3972, -0.7931, 2.0645)
H (-0.8077, 2.7868, -0.7962)
H (0.9180, 1.9360, -0.8592)
H (-0.2998, 1.9664, -2.3880)
H (-1.6993, -0.3187, 0.6093)
H (-0.8661, 1.1849, 1.0522)
H (1.3332, 0.1385, 0.6089)
H (1.5604, -2.2515, 0.1496)
H (0.7102, -1.4118, -1.2175)
H (-0.2290, -2.3713, -0.1055)
H (-0.2808, -1.4700, 2.2226)

Calculated values
**SMILES string**: COC[C@H](C)O
**Electronic energy**: -8404.04198 eV
**Multiplicity**: 1
**Kohn-Sham gap**: 10.6 eV
**Highest occupied orbital energy**: -9.602 eV
**LUMO**: 0.98 eV
**ΔE to the lowest compared entry with this formula, charge and spin**: 145.2 kJ/mol



Question: Among the records above, which one has the lowest electronic energy?
Answer: BrH10MnO5



Question: What is the multiplicity in the first record?
Answer: 6